{
  "formula": "C39H26F5MgN2O4PS",
  "method": "ωB97M-V/def2-TZVPD",
  "homo_ha": -0.28599,
  "largest_force_ev_per_a": 0.23,
  "de_lowest_kcal_mol": 0.49,
  "gap_ha": 0.2883,
  "lumo_ev": 0.062,
  "species": ["S", "P", "Mg", "F", "F", "F", "F", "F", "O", "O", "O", "O", "N", "N", "C", "C", "C", "C", "C", "C", "C", "C", "C", "C", "C", "C", "C", "C", "C", "C", "C", "C", "C", "C", "C", "C", "C", "C", "C", "C", "C", "C", "C", "C", "C", "C", "C", "C", "C", "C", "C", "C", "C", "H", "H", "H", "H", "H", "H", "H", "H", "H", "H", "H", "H", "H", "H", "H", "H", "H", "H", "H", "H", "H", "H", "H", "H", "H", "H"],
  "coordinates": [[-2.853, 1.440, -0.026], [1.688, 0.178, -0.008], [-1.356, -0.869, -0.525], [2.472, -4.499, -3.017], [1.512, -1.168, -6.198], [-0.562, -0.325, -4.711], [0.440, -3.632, -1.480], [3.063, -3.257, -5.375], [-4.144, 1.847, -0.506], [-1.747, 1.323, -0.985], [-1.143, -1.530, -2.309], [0.485, -0.714, 0.190], [-2.474, -2.548, 0.542], [-2.781, 0.028, 0.660], [-5.752, -1.091, 2.619], [3.012, -0.726, -0.812], [1.624, 0.297, 2.742], [-2.439, 4.858, 2.072], [-1.367, 4.563, 2.902], [1.047, 1.437, -2.340], [-3.764, -0.685, 1.310], [-2.924, 3.900, 1.190], [0.690, 3.937, -1.182], [-4.862, -0.203, 1.977], [0.168, -1.364, -4.274], [2.287, 0.725, 1.597], [-0.773, 3.306, 2.861], [2.061, 0.718, 3.992], [2.028, -2.843, -4.629], [0.405, 3.740, -2.526], [0.673, -3.018, -2.662], [-1.253, 2.348, 1.985], [-4.171, -4.358, 1.810], [3.396, 1.562, 1.704], [4.168, -2.814, -1.103], [-3.094, -4.791, 1.092], [-2.321, 2.655, 1.152], [5.073, -2.190, -1.950], [-0.161, -1.951, -3.038], [-2.269, -3.841, 0.462], [1.332, 1.630, -0.988], [-4.439, -2.975, 1.909], [-3.548, -2.100, 1.260], [4.953, -0.835, -2.228], [3.828, 1.981, 2.952], [1.729, -3.464, -3.431], [3.158, 1.560, 4.095], [0.583, 2.491, -3.107], [-5.554, -2.442, 2.601], [3.926, -0.100, -1.656], [1.235, -1.787, -5.044], [3.134, -2.087, -0.537], [1.151, 2.883, -0.410], [1.350, 3.035, 0.643], [-3.759, 4.106, 0.534], [-5.052, 0.862, 2.001], [2.403, -2.574, 0.097], [1.545, 0.384, 4.882], [0.030, 4.561, -3.122], [3.823, 0.954, -1.885], [-4.835, -5.060, 2.300], [5.868, -2.765, -2.406], [-0.995, 5.313, 3.588], [0.062, 3.072, 3.510], [0.343, 2.330, -4.149], [-2.902, 5.835, 2.111], [-2.867, -5.843, 0.990], [3.919, 1.890, 0.813], [3.497, 1.887, 5.069], [4.686, 2.633, 3.035], [4.253, -3.873, -0.902], [-0.807, 1.362, 1.938], [0.773, -0.365, 2.647], [-1.420, -4.158, -0.132], [0.539, 4.908, -0.729], [-6.609, -0.681, 3.137], [-6.239, -3.116, 3.098], [1.167, 0.458, -2.789], [5.652, -0.354, -2.898]]
}


{
  "formula": "C2H3Cl3OSi",
  "method": "ωB97M-V/def2-TZVPD",
  "homo_ha": -0.38964,
  "smiles": "Cl[Si](Cl)(Cl)[C@H]1CO1",
  "largest_force_ev_per_a": 4.36,
  "de_lowest_kcal_mol": 4.03,
  "gap_ha": 0.4085,
  "lumo_ev": 0.514,
  "species": ["Cl", "Cl", "Cl", "Si", "O", "C", "C", "H", "H", "H"],
  "coordinates": [[2.057, 0.693, -1.903], [-0.098, -1.548, -2.419], [1.753, -1.522, 0.518], [0.766, -0.503, -0.943], [-0.185, 1.490, 0.753], [-0.614, 0.503, -0.169], [-0.664, 0.345, 1.275], [-1.566, 0.641, -0.602], [-1.629, 0.159, 1.776], [0.181, -0.257, 1.714]]
}


{
  "formula": "C28H49BrNP3Pb",
  "method": "ωB97M-V/def2-TZVPD",
  "charge": 2,
  "homo_ha": -0.44475,
  "largest_force_ev_per_a": 2.64,
  "de_lowest_kcal_mol": 0.00,
  "gap_ha": 0.1230,
  "lumo_ev": -8.756,
  "species": ["Pb", "Br", "P", "P", "P", "N", "C", "C", "C", "C", "C", "C", "C", "C", "C", "C", "C", "C", "C", "C", "C", "C", "C", "C", "C", "C", "C", "C", "C", "C", "C", "C", "C", "C", "H", "H", "H", "H", "H", "H", "H", "H", "H", "H", "H", "H", "H", "H", "H", "H", "H", "H", "H", "H", "H", "H", "H", "H", "H", "H", "H", "H", "H", "H", "H", "H", "H", "H", "H", "H", "H", "H", "H", "H", "H", "H", "H", "H", "H", "H", "H", "H", "H"],
  "coordinates": [[0.106, 0.080, 0.035], [1.566, -1.235, 1.731], [-0.501, -2.172, -1.074], [-1.496, 0.536, 2.116], [6.185, -0.938, -1.055], [-7.230, 5.723, -6.895], [-6.864, 6.320, -5.766], [-5.690, 4.321, -5.011], [-2.302, 1.723, -0.893], [-3.310, -1.451, -0.785], [-2.178, -1.973, -1.715], [-6.087, 3.707, -6.209], [-3.122, 2.388, -1.787], [6.685, 1.863, -1.380], [0.655, -2.543, -2.410], [-6.088, 5.644, -4.776], [5.338, -1.359, -2.672], [-1.547, -4.441, 0.259], [-1.735, 1.569, -3.616], [-2.959, 1.236, 2.882], [-3.674, 3.016, -4.181], [5.992, -2.532, -3.446], [5.035, -1.720, 0.184], [5.720, -2.101, 1.526], [-0.399, -3.436, 0.206], [-4.878, 3.610, -3.964], [-0.930, 0.910, -2.729], [-0.281, 1.812, 2.752], [-6.877, 4.475, -7.137], [-1.262, 1.035, -1.401], [-2.873, 2.345, -3.196], [-1.692, -1.143, 2.849], [5.612, 0.837, -0.924], [0.092, -2.528, -3.857], [-0.416, 2.726, 2.123], [-4.063, -0.883, -1.360], [-5.836, 2.695, -6.462], [4.254, -0.986, 0.375], [0.725, 1.467, 2.675], [-1.743, -4.902, -0.714], [-2.470, -3.978, 0.616], [-0.078, 0.331, -3.086], [5.385, -0.450, -3.275], [0.567, -3.931, 0.054], [6.497, 2.829, -0.913], [-2.395, -2.970, -2.045], [-3.810, 0.655, 2.577], [4.731, 0.914, -1.560], [-3.846, -2.287, -0.295], [4.288, -1.573, -2.468], [-0.320, -2.921, 1.187], [1.542, -1.885, -2.342], [-3.060, 2.261, 2.599], [-0.760, -1.686, 2.924], [-1.533, 1.522, -4.681], [5.666, -3.491, -3.054], [5.758, -1.235, 2.188], [-7.167, 7.338, -5.597], [0.908, -2.382, -4.566], [-2.114, -1.038, 3.828], [6.732, -2.460, 1.376], [-2.931, -0.796, -0.011], [1.006, -3.547, -2.163], [-2.834, 1.164, 3.985], [6.645, 1.998, -2.460], [-2.526, 1.782, 0.182], [-0.550, 2.041, 3.771], [-5.321, 3.616, -2.977], [-1.300, -5.249, 0.960], [7.682, 1.544, -1.110], [-0.381, -3.484, -4.095], [-3.251, 3.041, -5.189], [7.074, -2.483, -3.390], [5.701, -2.488, -4.498], [-7.186, 4.015, -8.059], [4.561, -2.597, -0.268], [5.149, -2.883, 2.030], [-3.965, 2.960, -1.425], [-2.093, -1.335, -2.599], [-0.636, -1.736, -4.017], [5.304, 1.037, 0.104], [-2.405, -1.708, 2.200], [-5.810, 6.168, -3.879]]
}


{
  "formula": "C16H20F5MoN8O4S",
  "method": "ωB97M-V/def2-TZVPD",
  "charge": 1,
  "homo_ha": [-0.42099, -0.42314],
  "largest_force_ev_per_a": 0.43,
  "de_lowest_kcal_mol": 8.05,
  "gap_ha": [0.2598, 0.2578],
  "lumo_ev": [-4.385, -4.499],
  "species": ["Mo", "S", "F", "F", "F", "F", "F", "O", "O", "O", "O", "N", "N", "N", "N", "N", "N", "N", "N", "C", "C", "C", "C", "C", "C", "C", "C", "C", "C", "C", "C", "C", "C", "C", "C", "H", "H", "H", "H", "H", "H", "H", "H", "H", "H", "H", "H", "H", "H", "H", "H", "H", "H", "H", "H"],
  "coordinates": [[0.227, -0.368, -0.100], [1.030, -1.814, 1.498], [-1.856, -0.278, 5.501], [2.789, -0.695, 6.118], [-1.599, -1.017, 2.949], [3.064, -1.444, 3.568], [0.327, -0.106, 7.117], [-0.391, 0.998, -1.466], [-1.689, 2.796, -1.816], [1.851, 0.962, 0.051], [0.089, -3.004, -1.719], [-0.776, 1.174, 1.138], [-3.356, -1.621, -1.848], [-2.136, -1.292, -1.799], [1.963, -0.011, -0.784], [-1.639, 1.878, 0.252], [0.848, -1.888, -1.470], [-3.799, -1.753, -0.582], [-1.743, -1.198, -0.499], [-5.172, -2.189, -0.294], [0.749, -1.259, 3.166], [1.845, -1.164, 4.019], [-4.491, -4.163, 1.137], [2.717, -0.575, -1.658], [1.718, -0.779, 5.344], [-0.482, -0.954, 3.717], [-4.867, -4.472, -1.336], [-2.795, -1.490, 0.239], [1.992, -1.765, -2.085], [-0.645, -0.566, 5.033], [4.054, -0.096, -2.096], [2.513, -2.741, -3.082], [-1.226, 1.946, -1.109], [0.465, -0.478, 5.856], [-5.273, -3.700, -0.086], [-3.413, -4.067, 0.981], [-2.844, -1.530, 1.312], [-1.326, 0.799, 1.905], [3.383, -2.334, -3.590], [-4.763, -3.604, 2.036], [-6.338, -3.872, 0.101], [-4.684, -5.216, 1.335], [2.823, -3.676, -2.606], [0.678, -3.707, -2.038], [-3.803, -4.344, -1.551], [-0.063, 1.787, 1.534], [4.037, 0.164, -3.155], [-5.493, -1.638, 0.590], [-5.762, -1.854, -1.144], [1.756, -2.963, -3.836], [-5.046, -5.538, -1.195], [4.812, -0.864, -1.942], [4.333, 0.789, -1.528], [-5.426, -4.149, -2.214], [-1.967, 2.770, 0.599]]
}


{
  "formula": "C29H34CdFN6",
  "method": "ωB97M-V/def2-TZVPD",
  "charge": 1,
  "homo_ha": -0.36046,
  "largest_force_ev_per_a": 0.81,
  "de_lowest_kcal_mol": 13.65,
  "gap_ha": 0.2523,
  "lumo_ev": -2.943,
  "species": ["Cd", "F", "N", "N", "N", "N", "N", "N", "C", "C", "C", "C", "C", "C", "C", "C", "C", "C", "C", "C", "C", "C", "C", "C", "C", "C", "C", "C", "C", "C", "C", "C", "C", "C", "C", "C", "C", "H", "H", "H", "H", "H", "H", "H", "H", "H", "H", "H", "H", "H", "H", "H", "H", "H", "H", "H", "H", "H", "H", "H", "H", "H", "H", "H", "H", "H", "H", "H", "H", "H", "H"],
  "coordinates": [[-0.059, -0.636, 0.064], [-4.506, 0.451, -4.685], [-0.299, 1.775, -0.375], [3.154, -1.389, 2.864], [1.505, 0.293, -1.725], [1.959, -0.097, 1.336], [-1.262, 0.533, 1.826], [3.869, 0.769, 2.384], [3.614, 2.109, 1.903], [2.669, -1.849, -1.768], [5.249, 0.484, 2.750], [-3.494, -1.434, -1.772], [-1.230, -2.182, -0.940], [-2.623, 2.388, 2.421], [-1.717, -0.151, 2.874], [0.292, 2.345, -1.425], [0.106, 3.693, -1.715], [2.842, -0.182, -3.635], [-2.112, -1.507, -1.942], [2.318, -0.527, -2.389], [-1.201, -1.537, 3.131], [3.195, -1.270, 4.316], [2.501, 1.034, -4.189], [-4.308, -0.782, -2.688], [-1.688, 1.781, 1.596], [1.180, 1.482, -2.251], [-2.367, -0.268, -4.020], [-3.113, 1.681, 3.509], [-2.656, 0.403, 3.745], [2.476, -2.586, 2.401], [-0.724, 4.438, -0.899], [1.657, 1.885, -3.488], [-1.094, 2.486, 0.425], [2.955, -0.222, 2.149], [-1.572, -0.919, -3.091], [-1.332, 3.837, 0.187], [-3.729, -0.200, -3.796], [2.268, -1.914, -0.760], [-0.527, -2.845, -1.446], [2.266, -2.666, -2.370], [3.043, -3.455, 2.734], [-3.846, 2.132, 4.165], [3.752, -1.969, -1.730], [-3.013, -0.173, 4.588], [3.682, -2.151, 4.735], [3.756, -0.389, 4.614], [0.606, 4.159, -2.550], [-1.824, -2.777, -0.249], [1.455, -2.672, 2.792], [-0.894, 5.486, -1.107], [-3.951, -1.903, -0.908], [2.441, -2.587, 1.314], [-1.968, 4.418, 0.835], [3.855, 2.234, 0.840], [1.375, 2.830, -3.926], [4.233, 2.802, 2.471], [5.921, 0.886, 1.988], [3.496, -0.873, -4.149], [-2.023, -2.254, 3.111], [-1.947, 0.170, -4.916], [-0.458, -1.827, 2.392], [-5.381, -0.738, -2.557], [5.398, -0.588, 2.817], [2.569, 2.377, 2.067], [-0.502, -0.982, -3.263], [2.007, 0.756, 0.788], [-2.986, 3.387, 2.237], [2.184, -1.200, 4.737], [5.510, 0.944, 3.707], [-0.747, -1.588, 4.121], [2.885, 1.324, -5.158]]
}


{
  "formula": "C3H6N2S2",
  "method": "ωB97M-V/def2-TZVPD",
  "homo_ha": [-0.29619, -0.29205],
  "largest_force_ev_per_a": 5.55,
  "de_lowest_kcal_mol": 152.19,
  "gap_ha": [0.2966, 0.2706],
  "lumo_ev": [0.011, -0.584],
  "species": ["S", "S", "N", "N", "C", "C", "C", "H", "H", "H", "H", "H", "H"],
  "coordinates": [[0.702, 1.364, -0.753], [1.922, -0.472, -1.002], [2.702, -0.628, 0.389], [-0.336, 1.262, -1.944], [-1.106, -0.510, 0.305], [-0.323, 0.800, 0.609], [-0.503, -1.435, -0.302], [-0.993, 1.608, 1.092], [3.535, -1.084, 0.222], [-2.104, -0.522, 0.603], [0.388, 0.557, 1.334], [-0.426, -2.505, -0.740], [0.056, 1.907, -2.680]]
}